Arrangement w

The following is a quantum chemistry calculation of a cluster of 2 separate species, C11H12N2 in total, from the Open Molecules 2025 dataset.

Element x y z (Å)
1 C 1.85638 -3.36835 3.07258
2 C 0.77654 2.10626 -2.43411
3 C 2.51854 -2.20584 3.44397
4 C 1.12416 -3.54925 1.92896
5 C -0.35606 2.22147 -3.15823
6 C 0.65834 1.82536 -1.05257
7 C 2.05240 -1.38931 2.46608
8 C 0.75900 -2.47569 1.16554
9 C -1.63607 2.16193 -2.58483
10 C -0.58314 1.53931 -0.60695
11 C -2.95787 1.58703 -0.68690
12 N 1.45473 -1.38144 1.40724
13 N -1.69802 1.81277 -1.33334
14 H 1.87552 -4.04561 3.89275
15 H 1.79958 2.20704 -2.80060
16 H 3.07386 -1.92803 4.28773
17 H 0.58395 -4.50521 1.68360
18 H -0.24919 2.17360 -4.23690
19 H 1.58939 1.82911 -0.41396
20 H -0.64980 1.10738 0.36094
21 H 0.14177 -2.45190 0.30870
22 H -2.45235 2.30954 -3.31917
23 H -3.05142 2.25209 0.12588
24 H -3.70030 1.50161 -1.36724
25 H -2.92994 0.66617 -0.14916

Calculated values
- Molecular weight: 172.23 g mol⁻¹
- HOMO-LUMO gap: 8.407 eV
- HOMO energy: -17.2312 eV
- Net charge: +2

Mulliken atomic charge list, values in e, 5 entries:
1 C 0.011
2 C -0.053
3 C -0.586
4 C -0.510
5 C -0.718

---

Arrangement x

The following is a quantum chemistry calculation of the ion C11H12N2 with charge +2, from the Open Molecules 2025 dataset.

Element x y z (Å)
1 C 0.70770 -2.80974 -2.34001
2 C -0.09787 -3.20710 -1.20396
3 C 0.98665 -1.46760 -2.43861
4 C -0.47625 -2.21613 -0.30617
5 C 0.67442 -0.48428 -1.45805
6 C -0.88298 -0.24763 1.80699
7 C -1.03894 0.75915 2.73222
8 C -0.79622 2.38943 0.96251
9 C -0.55408 0.11320 0.47097
10 C -1.16248 2.16927 2.35923
11 C 1.35502 0.83145 -1.66105
12 N -0.43207 1.43865 0.12214
13 N -0.12196 -0.85764 -0.41119
14 H 1.00039 -3.47961 -3.06620
15 H -0.58277 -4.20147 -1.08286
16 H 1.64642 -1.20017 -3.19782
17 H -1.09666 -2.52696 0.52962
18 H -0.52558 -1.17050 2.18603
19 H -1.11622 0.56555 3.68849
20 H -0.80631 3.45694 0.49713
21 H -2.13146 2.38453 2.15387
22 H -0.91113 2.89687 3.20476
23 H 1.37129 1.52172 -0.74086
24 H 2.39755 0.79422 -2.09338
25 H 0.88692 1.38933 -2.40092

Calculated values
- Molecular weight: 172.23 g mol⁻¹
- SMILES: Cc1cccc[n+]1C1=[N+]=CCC=C1
- HOMO-LUMO gap: 7.526 eV
- HOMO energy: -17.7765 eV
- Net charge: +2

Mulliken atomic charge list, values in e, 5 entries:
1 C -0.263
2 C -0.690
3 C -0.952
4 C 0.011
5 C 1.160

---

arrangement w has the most favorable energy; the next structure is 0.129 eV above.

---

Arrangement w

The following is a quantum chemistry calculation of a cluster of 2 separate species, CH5N2S in total, from the Open Molecules 2025 dataset.

Element x y z (Å)
1 C -0.95254 0.45238 -0.56010
2 N 1.22527 -0.30770 0.26575
3 N -1.59724 -0.03962 0.32738
4 S 2.69651 0.05366 -0.10047
5 H -1.39839 1.00282 -1.39534
6 H 0.72192 0.22951 1.01543
7 H -2.57947 0.01263 0.37075
8 H -1.13166 -0.49529 1.06083
9 H 3.01560 -0.90838 -0.98423

Calculated values
- Molecular weight: 77.13 g mol⁻¹
- Multiplicity: 3
- HOMO-LUMO gap (spin up / spin down): 7.436 / 7.141 eV
- HOMO energy (spin up / spin down): -12.4540 / -14.2840 eV
- Net charge: +1

Mulliken atomic charge list, values in e, 5 entries:
1 C 0.160
2 N -0.493
3 N -0.087
4 S 0.081
5 H 0.337

---

Arrangement x

The following is a quantum chemistry calculation of the ion CH5N2S with charge +1, from the Open Molecules 2025 dataset.

Element x y z (Å)
1 C 0.36064 0.22532 -0.55895
2 N 1.06160 0.81919 0.43712
3 N -0.91534 -0.67993 0.15863
4 S 1.86414 -0.57935 -0.27231
5 H -0.09708 0.86227 -1.24196
6 H 1.26445 1.74217 0.64386
7 H -0.89898 -0.19704 1.07452
8 H -0.76911 -1.64980 0.08929
9 H -1.87033 -0.54283 -0.33020

Calculated values
- Molecular weight: 77.13 g mol⁻¹
- Multiplicity: 3
- HOMO-LUMO gap (spin up / spin down): 7.458 / 9.072 eV
- HOMO energy (spin up / spin down): -11.1082 / -15.9514 eV
- Net charge: +1

Mulliken atomic charge list, values in e, 5 entries:
1 C 0.127
2 N -0.292
3 N -0.510
4 S -0.008
5 H 0.431

---

arrangement x has the most favorable energy; the next structure is 0.255 eV above.

---

Arrangement w

The following is a quantum chemistry calculation of the molecule C2HF2N, from the Open Molecules 2025 dataset.

Element x y z (Å)
1 C -1.84414 0.11696 -0.01419
2 C -0.20282 0.66537 0.03024
3 N -2.96786 0.00640 0.00412
4 F -0.09136 1.42832 -1.06434
5 F -0.05961 1.39181 1.07702
6 H 0.50878 -0.04167 0.13819

Calculated values
- Molecular weight: 77.03 g mol⁻¹
- SMILES: N#CC(F)F
- HOMO-LUMO gap: 13.583 eV
- HOMO energy: -12.8674 eV

Mulliken atomic charge list, values in e, 5 entries:
1 C 0.099
2 C 0.374
3 N -0.301
4 F -0.195
5 F -0.194

---

Arrangement x

The following is a quantum chemistry calculation of a cluster of 2 separate species, C2HF2N in total, from the Open Molecules 2025 dataset.

Element x y z (Å)
1 C 2.36298 -0.94027 -0.11474
2 C 2.06277 0.45973 -0.02006
3 N 2.43254 -2.07947 -0.19820
4 F 2.22289 1.31487 0.98496
5 F 2.03795 1.05423 -1.18303
6 H -0.63947 0.16435 -0.20850

Calculated values
- Molecular weight: 77.03 g mol⁻¹
- HOMO-LUMO gap (spin up / spin down): 10.275 / 9.048 eV
- HOMO energy (spin up / spin down): -11.3986 / -9.5527 eV

Mulliken atomic charge list, values in e, 5 entries:
1 C 0.382
2 C 0.213
3 N -0.278
4 F -0.185
5 F -0.157

---

arrangement w has the most favorable energy; the next structure is 3.627 eV above.